69
Properties=species:S:1:pos:R:3:nbo_charge:R:1 method="wB97M-V/def2-TZVPD" relative_energy_ev=1.690 e_homo_ha=-0.6201 charge=+3 orbital_gap_ev=5.93 largest_force_ha_per_bohr=0.07125
In -0.537 -0.085 -0.208 0.669
P -3.166 -0.161 0.028 1.052
P 0.261 -2.496 0.446 1.013
P 0.049 2.427 0.427 1.024
H 4.562 -1.009 -1.104 0.208
C 4.441 -0.003 -0.679 -0.428
C 4.411 0.202 0.647 -0.381
H 4.441 -0.631 1.361 0.208
C -3.959 -0.222 -1.605 -0.960
C -3.851 -1.593 0.903 -0.951
C -3.936 1.263 0.844 -0.950
C 2.054 -2.731 0.671 -0.952
C -0.510 -3.355 1.856 -0.936
C -0.164 -3.529 -1.005 -0.943
C 1.817 2.821 0.616 -0.953
C -0.760 3.193 1.868 -0.938
C -0.500 3.425 -1.006 -0.946
H 4.433 0.833 -1.392 0.210
H 4.385 1.212 1.075 0.206
H -5.048 -0.303 -1.481 0.285
H -3.595 -1.084 -2.178 0.261
H -3.726 0.684 -2.179 0.266
H -4.936 -1.637 0.731 0.287
H -3.662 -1.517 1.980 0.274
H -3.399 -2.524 0.537 0.254
H -5.028 1.197 0.739 0.288
H -3.593 2.202 0.392 0.254
H -3.681 1.276 1.911 0.268
H 2.366 -3.655 0.159 0.280
H 2.268 -2.820 1.746 0.273
H 2.626 -1.882 0.269 0.267
H -0.573 -4.433 1.645 0.282
H -1.518 -2.962 2.037 0.258
H 0.096 -3.197 2.758 0.264
H 0.337 -4.504 -0.905 0.282
H 0.157 -3.025 -1.929 0.261
H -1.252 -3.677 -1.057 0.257
H 2.015 3.816 0.188 0.280
H 2.447 2.075 0.111 0.263
H 2.070 2.823 1.686 0.274
H -0.657 4.288 1.812 0.282
H -0.289 2.828 2.792 0.268
H -1.826 2.928 1.895 0.254
H -0.039 4.422 -0.938 0.283
H -1.595 3.522 -1.001 0.260
H -0.196 2.931 -1.941 0.258
C 1.213 0.010 -4.065 -0.199
C 2.571 -0.240 -3.823 -0.251
C 3.507 -0.153 -4.864 -0.168
C 3.111 0.192 -6.161 -0.141
C 1.757 0.471 -6.396 -0.194
C 0.825 0.401 -5.361 -0.163
Se -0.253 -0.264 -2.776 0.262
H 0.917 0.238 -1.260 0.050
H 2.903 -0.511 -2.820 0.219
H 4.560 -0.359 -4.674 0.250
H 3.834 0.245 -6.974 0.259
H 1.432 0.744 -7.397 0.258
H -0.226 0.627 -5.550 0.226
C -0.379 -1.105 5.133 -0.810
S -1.666 -0.219 4.237 1.237
C -1.461 1.395 5.013 -0.814
O -1.186 -0.076 2.798 -1.069
H -0.709 -1.207 6.176 0.274
H 0.555 -0.526 5.068 0.242
H -0.261 -2.099 4.679 0.240
H -0.391 1.644 5.032 0.237
H -2.028 2.130 4.430 0.244
H -1.867 1.326 6.029 0.275